[1]
Molecular formula: C31H27F5LiN2O
Method: DFT, ωB97M-V with the def2-TZVPD basis set

The value obtained for the HOMO energy is -9.0 eV. The value obtained for the orbital gap is 3.6558 eV. Its total charge is +1. The max |F| comes out at 2.3 eV/A.

```
67
C31H27F5LiN2O ωB97M-V with the def2-TZVPD basis set
C -2.50 -1.02 -4.95
N -2.21 -1.17 -3.54
C -2.61 -2.29 -2.86
O -3.27 -3.21 -3.31
C -2.09 -2.15 -1.42
C -1.08 -3.23 -1.05
C -1.65 -4.60 -1.22
C -1.29 -5.42 -2.30
F -0.38 -4.96 -3.20
C -1.88 -6.65 -2.52
F -1.54 -7.40 -3.59
C -2.85 -7.12 -1.63
F -3.44 -8.31 -1.83
C -3.21 -6.34 -0.52
F -4.14 -6.79 0.34
C -2.61 -5.10 -0.34
F -3.01 -4.33 0.71
N -1.54 -0.79 -1.41
C -0.97 -0.29 -0.28
C -0.33 0.95 -0.16
C 0.11 1.51 1.04
C 0.26 2.95 1.18
C 0.21 3.57 2.46
C 0.69 4.86 2.67
C 1.15 5.63 1.58
C 1.06 5.10 0.28
C 0.58 3.80 0.07
C -1.52 -0.16 -2.74
C -0.10 0.03 -3.27
C -2.31 1.16 -2.80
H -2.94 -1.94 -5.33
H -3.20 -0.20 -5.11
H -1.58 -0.81 -5.50
H -2.95 -2.22 -0.73
H -0.20 -3.13 -1.70
H -0.78 -3.07 -0.01
H -1.11 -0.92 0.61
H -0.29 1.57 -1.05
H -0.04 0.93 1.96
H -0.15 2.97 3.29
H 0.78 5.23 3.69
H 1.68 6.57 1.77
H 1.50 5.65 -0.56
H 0.62 3.37 -0.92
H 0.39 -0.95 -3.37
H -0.14 0.52 -4.25
H 0.49 0.65 -2.59
H -3.38 0.95 -2.65
H -1.97 1.86 -2.03
H -2.17 1.62 -3.79
C 5.00 1.52 2.53
Li 2.18 3.81 1.49
C 4.08 1.05 1.54
C 2.77 1.00 2.13
C 2.87 1.49 3.48
C 4.25 1.93 3.69
C 4.55 2.71 4.80
C 3.60 2.87 5.79
C 2.34 2.24 5.70
C 1.97 1.56 4.55
H 6.06 1.71 2.39
H 4.31 0.77 0.52
H 1.91 0.48 1.72
H 5.53 3.20 4.86
H 3.83 3.46 6.68
H 1.65 2.30 6.54
H 1.00 1.03 4.46
```

[2]
Molecular formula: C31H27IN7O3Pd
Method: DFT, ωB97M-V with the def2-TZVPD basis set

The value obtained for the HOMO energy is -10.8 eV. The value obtained for the orbital gap is 7.2067 eV. Its total charge is +1. The max |F| comes out at 1.7 eV/A.

```
70
C31H27IN7O3Pd ωB97M-V with the def2-TZVPD basis set
Pd 0.93 0.68 -0.72
C 0.00 1.05 3.76
C 1.35 0.51 3.39
N 2.16 0.17 4.35
C 3.38 -0.32 4.04
C 3.83 -0.48 2.76
C 5.23 -0.98 2.53
O 5.28 -2.17 1.74
C 2.96 -0.12 1.69
C 3.49 -0.23 0.35
N 2.96 0.23 -0.73
C 3.73 0.11 -1.94
C 5.12 -0.05 -1.92
C 5.83 -0.18 -3.10
C 5.19 -0.13 -4.33
C 3.83 0.08 -4.37
C 3.12 0.21 -3.18
I 1.10 0.65 -3.31
C 1.70 0.37 2.01
O 0.74 0.69 1.17
H -0.05 1.17 4.84
H -0.79 0.36 3.45
H -0.21 2.00 3.26
H 4.02 -0.58 4.88
H 5.72 -1.13 3.50
H 5.83 -0.25 2.00
H 4.92 -2.90 2.25
H 4.44 -0.74 0.29
H 5.66 -0.04 -0.99
H 6.91 -0.30 -3.05
H 5.75 -0.23 -5.24
H 3.31 0.15 -5.32
N -3.81 -2.05 -3.19
C -3.82 -2.56 -1.93
O -4.81 -3.08 -1.44
C -2.56 -2.42 -1.12
C -2.40 -3.23 -0.01
C -1.26 -3.08 0.76
C -0.35 -2.10 0.42
N -0.50 -1.29 -0.64
C -1.59 -1.47 -1.39
H -4.62 -2.23 -3.75
H -2.94 -1.89 -3.67
H -3.17 -3.95 0.23
H -1.09 -3.69 1.64
H 0.54 -1.94 1.01
H -1.69 -0.79 -2.23
C -1.04 4.41 0.32
C -0.13 3.43 0.02
N -0.48 2.31 -0.63
C -1.76 2.14 -0.97
C -2.76 3.07 -0.68
C -2.37 4.24 -0.04
C -4.16 2.80 -1.07
C -4.89 1.73 -0.79
C -4.57 0.57 0.06
C -5.49 -0.46 0.19
C -5.16 -1.51 1.03
N -4.02 -1.54 1.71
C -3.20 -0.51 1.51
N -3.41 0.54 0.73
H -0.71 5.31 0.83
H 0.92 3.51 0.29
H -2.02 1.23 -1.48
H -3.10 5.00 0.19
H -4.63 3.58 -1.66
H -5.90 1.70 -1.20
H -6.43 -0.45 -0.35
H -5.84 -2.35 1.17
H -2.26 -0.53 2.05
```

[3]
Molecular formula: C31H27N5O5S
Method: DFT, ωB97M-V with the def2-TZVPD basis set

The value obtained for the HOMO energy is -7.8 eV. The value obtained for the orbital gap is 7.7915 eV. The SMILES is O=C(c1ccccc1)N1CCN2CCN(C(=O)c3ccccc3)c3cncc1c32.Cc1ccc(S(=O)(=O)N=C=O)cc1. The max |F| comes out at 3.0 eV/A.

```
69
C31H27N5O5S ωB97M-V with the def2-TZVPD basis set
C 0.14 6.19 -6.49
C -0.52 5.96 -5.16
C -0.29 6.82 -4.09
C -0.86 6.59 -2.83
C -1.64 5.44 -2.65
S -2.32 5.05 -1.02
N -1.55 3.38 -0.37
C -1.50 3.22 0.86
O -1.49 3.19 2.05
O -1.89 6.06 -0.10
O -3.72 4.73 -1.18
C -1.98 4.64 -3.73
C -1.40 4.88 -4.97
H -0.15 5.43 -7.22
H -0.12 7.17 -6.90
H 1.23 6.17 -6.40
H 0.35 7.68 -4.25
H -0.70 7.28 -2.01
H -2.69 3.82 -3.60
H -1.61 4.23 -5.82
O -1.88 -0.52 4.76
C -1.74 -1.70 4.46
C -2.04 -2.83 5.41
C -3.33 -3.36 5.43
C -3.61 -4.45 6.25
C -2.61 -4.98 7.08
C -1.35 -4.38 7.12
C -1.06 -3.29 6.31
N -1.26 -2.15 3.22
C -0.79 -3.54 3.13
C -0.40 -3.92 1.72
N 0.47 -2.93 1.18
C 1.21 -3.38 0.04
C 2.23 -2.34 -0.34
N 1.56 -1.06 -0.58
C 1.64 -0.40 -1.80
O 0.76 0.34 -2.25
C 2.90 -0.70 -2.55
C 2.78 -1.19 -3.85
C 3.93 -1.60 -4.53
C 5.18 -1.48 -3.92
C 5.30 -0.90 -2.65
C 4.16 -0.50 -1.96
C 0.60 -0.66 0.35
C 0.02 0.62 0.34
N -1.02 0.87 1.13
C -1.43 0.06 2.11
C -0.88 -1.23 2.23
C 0.09 -1.60 1.28
H -4.11 -2.89 4.81
H -4.61 -4.88 6.25
H -2.83 -5.84 7.71
H -0.59 -4.76 7.80
H -0.10 -2.78 6.36
H 0.06 -3.68 3.83
H -1.61 -4.18 3.47
H 0.13 -4.88 1.71
H -1.32 -4.06 1.12
H 1.68 -4.34 0.31
H 0.55 -3.58 -0.82
H 2.99 -2.21 0.45
H 2.73 -2.65 -1.26
H 1.79 -1.23 -4.31
H 3.83 -2.02 -5.53
H 6.07 -1.82 -4.45
H 6.29 -0.77 -2.19
H 4.23 -0.03 -0.97
H 0.34 1.41 -0.34
H -2.21 0.43 2.79
```

[4]
Molecular formula: C31H28Cl2NO3P2PdS
Method: DFT, ωB97M-V with the def2-TZVPD basis set

The value obtained for the HOMO energy (spin up / spin down) is 1.0 / -0.5 eV. The expectation value of S² is 0.76. The value obtained for the orbital gap (spin up / spin down) is 3.2626 / 4.6766 eV. Its total charge is -2. The max |F| comes out at 0.6 eV/A. Its spin multiplicity is 2.

```
69
C31H28Cl2NO3P2PdS ωB97M-V with the def2-TZVPD basis set
Pd -0.43 2.13 -0.75
O -2.50 0.93 0.79
P -1.94 -0.44 0.72
C -0.49 -0.76 1.74
P 1.23 -0.34 1.26
O 1.40 1.09 0.84
C 2.19 -0.86 2.60
C 3.30 -0.06 3.03
C 4.16 -0.48 4.00
C 3.99 -1.75 4.65
C 2.90 -2.53 4.26
C 2.02 -2.14 3.28
C 1.56 -1.41 -0.17
C 1.85 -0.79 -1.38
C 2.23 -1.54 -2.48
C 2.33 -2.92 -2.39
C 2.03 -3.55 -1.19
C 1.64 -2.80 -0.09
C -1.65 -1.12 -0.92
C -1.52 -2.49 -1.15
C -1.27 -2.98 -2.42
C -1.15 -2.08 -3.48
C -1.25 -0.72 -3.26
C -1.48 -0.23 -1.98
C -3.18 -1.60 1.46
C -3.23 -1.73 2.84
C -4.21 -2.50 3.46
C -5.16 -3.15 2.68
C -5.14 -3.01 1.30
C -4.16 -2.24 0.70
H -0.48 -1.82 2.00
H -0.64 -0.20 2.67
H 3.45 0.90 2.56
H 4.98 0.17 4.29
H 4.67 -2.08 5.42
H 2.73 -3.49 4.75
H 1.17 -2.78 3.05
H 1.74 0.29 -1.45
H 2.43 -1.04 -3.43
H 2.63 -3.51 -3.25
H 2.10 -4.63 -1.10
H 1.43 -3.31 0.84
H -1.60 -3.19 -0.32
H -1.15 -4.04 -2.58
H -0.94 -2.46 -4.48
H -1.10 -0.02 -4.07
H -1.41 0.86 -1.81
H -2.50 -1.22 3.46
H -4.22 -2.60 4.54
H -5.93 -3.75 3.16
H -5.89 -3.50 0.69
H -4.16 -2.13 -0.38
O 0.13 4.79 -1.40
N 0.33 5.22 -2.59
C 0.67 6.52 -2.75
C 0.90 7.09 -3.97
C 0.79 6.29 -5.11
C 0.45 4.97 -4.94
C 0.21 4.37 -3.68
S -0.21 2.73 -3.49
H 0.73 7.04 -1.80
H 1.17 8.14 -4.02
H 0.96 6.69 -6.10
H 0.35 4.31 -5.79
Cl 0.11 3.39 4.31
C 0.57 3.48 2.56
Cl -0.80 3.78 1.52
H 1.01 2.53 2.27
H 1.27 4.30 2.47
```

Question: Look up the max |F| of the fourth one.
Answer: 0.6 eV/A

Question: max |F| of number 3 (C31H27N5O5S)?
Answer: 3.0 eV/A